Computed, not measured: a 9-piece molecular cluster, C46H119N9O14 overall at a distorted geometry, with ωB97M-V with the def2-TZVPD basis set.

The value obtained for the lowest unoccupied orbital energy is 0.4 eV. The gap between HOMO and LUMO is 8.895 eV. The total charge is 0. For the energy above the lowest of the compared OMol25 structures with the same formula, charge and spin, the calculation gives 362.3 kJ/mol. The HOMO energy comes out at -8.4537 eV.

Each line ends with the Mulliken charge.
CARTESIAN COORDINATES (ANGSTROEM)
C (-2.58767, -2.36652, 1.79235)  -0.195
O (-2.85745, -3.69584, 1.31937)  -0.126
C (-4.15093, -3.82200, 0.67177)  -0.544
C (-4.50105, -5.31429, 0.57302)  0.206
C (-6.01444, -5.57039, 0.41420)  -1.478
N (-4.25479, -5.93706, 1.84792)  -0.660
H (-2.84233, -1.55621, 1.10921)  0.264
H (-1.58610, -2.20923, 2.19261)  -0.454
H (-3.15268, -2.10338, 2.68656)  0.429
H (-4.88979, -3.43892, 1.37562)  0.288
H (-4.03437, -3.25417, -0.25132)  0.333
H (-3.91817, -5.86946, -0.16191)  0.357
H (-6.59693, -5.11292, 1.21390)  0.406
H (-6.24387, -6.63347, 0.34125)  0.368
H (-6.32698, -4.98029, -0.44731)  0.361
H (-4.99752, -5.66546, 2.47615)  0.283
H (-3.38177, -5.53439, 2.15743)  0.211
C (-1.51729, 2.35501, -5.25986)  -0.098
O (-0.92838, 3.11735, -6.38529)  -0.420
C (0.02614, 2.35136, -7.18630)  -0.147
C (0.65144, 3.33387, -8.18106)  0.212
C (-0.32580, 3.91193, -9.18260)  -1.399
N (1.63546, 2.62769, -8.95722)  -0.671
H (-0.74374, 1.84747, -4.68357)  -0.147
H (-2.14734, 1.56121, -5.66113)  0.341
H (-1.98613, 3.04375, -4.55707)  0.197
H (0.84007, 2.05922, -6.52276)  0.092
H (-0.40882, 1.45809, -7.63460)  0.215
H (0.95130, 4.16961, -7.54883)  0.396
H (-0.70742, 3.10704, -9.81079)  0.319
H (0.13202, 4.58912, -9.90364)  0.373
H (-1.24129, 4.33529, -8.76935)  0.348
H (2.03735, 3.22405, -9.66640)  0.326
H (1.09384, 1.94477, -9.46751)  0.108
C (-1.66925, -1.40596, 8.43685)  -0.883
O (-1.19901, -1.56820, 7.15817)  -0.260
C (0.16115, -1.12153, 7.00356)  -1.278
C (0.74504, -1.76757, 5.74296)  0.928
C (-0.07518, -1.53649, 4.48984)  -0.212
N (0.95325, -3.19937, 5.96233)  -0.714
H (-1.07134, -1.92733, 9.18436)  0.347
H (-2.65733, -1.86599, 8.45012)  0.254
H (-1.90200, -0.37061, 8.68577)  0.307
H (0.15708, -0.03861, 6.87957)  0.336
H (0.73830, -1.38493, 7.88991)  0.577
H (1.75312, -1.37491, 5.60992)  -0.125
H (-0.97047, -2.15746, 4.45899)  0.409
H (0.45636, -1.66669, 3.54717)  -0.346
H (-0.32161, -0.47476, 4.47948)  0.192
H (1.25031, -3.63791, 5.10236)  0.189
H (0.04999, -3.61527, 6.13907)  0.374
C (-1.48816, -0.12884, -1.80950)  -0.449
O (-0.88963, -0.18370, -0.49791)  -0.405
C (0.50480, -0.72547, -0.48555)  -1.725
C (1.12591, -0.47592, 0.89529)  3.000
C (1.15763, 1.00725, 1.29309)  0.776
N (2.49220, -0.96723, 0.85104)  0.447
H (-0.92943, 0.42183, -2.56626)  0.026
H (-2.43912, 0.37776, -1.64483)  0.308
H (-1.66743, -1.09066, -2.28998)  0.210
H (0.64491, -1.74444, -0.84634)  0.568
H (1.05696, -0.05704, -1.14617)  0.255
H (0.54761, -1.04350, 1.62435)  -2.060
H (1.40473, 0.95975, 2.35365)  -0.174
H (0.17473, 1.46933, 1.20094)  0.061
H (1.94655, 1.55806, 0.78092)  -0.525
H (2.93320, -0.39359, 0.14635)  -0.355
H (2.95625, -0.56024, 1.65049)  0.225
C (2.23320, 3.62325, 4.84346)  -0.981
O (1.32661, 3.25915, 3.81809)  0.141
C (-0.05794, 3.02457, 4.31889)  -0.457
C (-0.89917, 4.23467, 4.21904)  -0.201
N (-2.31404, 3.93522, 4.55073)  -0.458
C (-3.21500, 5.01319, 4.12636)  -0.521
C (-3.03899, 6.27320, 5.02963)  -0.684
O (-1.88407, 7.01521, 4.74032)  -0.234
C (-1.81095, 8.12310, 5.54203)  -0.875
H (3.19136, 3.79464, 4.35291)  0.191
H (2.37559, 2.97832, 5.71058)  0.354
H (2.00996, 4.58530, 5.30465)  0.333
H (-0.17531, 2.46899, 5.24929)  0.261
H (-0.43660, 2.35667, 3.54518)  -0.027
H (-0.93024, 4.62051, 3.20009)  0.206
H (-0.49873, 5.04821, 4.82394)  0.245
H (-2.60165, 3.05428, 4.14907)  0.270
H (-4.18515, 4.53213, 4.25090)  0.498
H (-3.07102, 5.19550, 3.06140)  0.164
H (-3.08234, 5.96266, 6.07355)  0.324
H (-3.82960, 6.98218, 4.78391)  0.511
H (-1.38493, 7.82664, 6.50053)  0.349
H (-2.71455, 8.67986, 5.79028)  0.319
H (-1.11374, 8.85050, 5.12621)  0.254
C (0.09560, -8.11495, 5.67094)  -0.727
O (0.70717, -7.38546, 4.68104)  -0.353
C (-0.13988, -6.34313, 4.26508)  -0.484
C (0.45522, -5.54767, 3.08904)  -0.727
N (1.60018, -4.70753, 3.46995)  -0.013
C (2.12390, -4.08134, 2.23256)  -0.351
C (3.55260, -3.57245, 2.43329)  -0.709
O (4.41445, -4.73851, 2.47060)  -0.456
C (5.74410, -4.29490, 2.29840)  -0.796
H (-0.90627, -8.37002, 5.32552)  0.283
H (0.03272, -7.44934, 6.53181)  0.290
H (0.51429, -9.08026, 5.95551)  0.259
H (-0.22302, -5.67237, 5.12023)  0.073
H (-1.14018, -6.65145, 3.96109)  0.499
H (-0.36481, -4.92854, 2.72529)  0.292
H (0.77326, -6.23875, 2.30841)  0.498
H (2.36040, -5.20563, 3.91049)  0.240
H (1.41572, -3.28004, 2.02164)  0.074
H (2.18264, -4.77008, 1.38977)  0.289
H (3.68976, -3.07036, 3.39100)  0.272
H (3.84793, -2.94970, 1.58887)  0.529
H (6.48100, -5.08230, 2.45682)  0.360
H (6.04768, -3.70914, 3.16605)  0.304
H (5.95950, -3.71866, 1.39859)  0.276
C (3.41707, -0.60354, -2.43136)  -0.888
O (3.49648, 0.40081, -1.41421)  -0.457
C (4.53610, 1.33147, -1.68698)  -0.786
C (4.66652, 2.46200, -0.74059)  -0.318
N (4.94791, 1.88067, 0.61364)  -0.292
C (4.68793, 2.57377, 1.86137)  -0.200
C (4.98289, 1.70383, 3.05022)  -0.824
O (4.15387, 0.54997, 2.88494)  -0.129
C (3.72301, -0.08789, 4.08684)  -0.145
H (3.12812, -0.22860, -3.41321)  0.329
H (2.62287, -1.27759, -2.11043)  0.174
H (4.34873, -1.16331, -2.51362)  0.437
H (4.35712, 1.81445, -2.64761)  0.368
H (5.43632, 0.73340, -1.82847)  0.446
H (3.78207, 3.09390, -0.65955)  0.045
H (5.51110, 3.04597, -1.10633)  0.486
H (4.58845, 0.93680, 0.61577)  0.149
H (3.66211, 2.94147, 1.88532)  -0.009
H (5.34093, 3.44537, 1.81649)  0.475
H (4.69956, 2.23652, 3.95799)  0.493
H (6.04945, 1.48711, 3.11028)  0.260
H (3.36448, -1.05278, 3.72830)  -0.602
H (2.85737, 0.44572, 4.47931)  0.063
H (4.52626, -0.22406, 4.81096)  0.611
C (-4.58325, 0.59992, -3.35288)  -0.967
O (-3.83959, 1.81862, -3.32123)  0.020
C (-4.71368, 2.90855, -3.01405)  -0.508
C (-3.85781, 4.15654, -2.86729)  -1.022
N (-2.56893, 3.86939, -2.22263)  -0.184
C (-2.74215, 3.83126, -0.72981)  -0.905
C (-1.39418, 3.68657, -0.02879)  0.773
O (-0.58826, 4.87612, -0.18810)  -0.526
C (0.74982, 4.79142, 0.30808)  -0.225
H (-3.93422, -0.15711, -3.79307)  0.162
H (-5.46115, 0.69595, -3.99177)  0.365
H (-4.95150, 0.26486, -2.38324)  0.370
H (-5.15381, 2.74411, -2.03051)  0.428
H (-5.41480, 3.15764, -3.81060)  0.399
H (-4.44435, 4.93496, -2.37930)  0.473
H (-3.61234, 4.59080, -3.83644)  0.345
H (-2.54889, 2.89422, -2.48479)  0.051
H (-3.37205, 2.98483, -0.45615)  0.287
H (-3.22590, 4.75528, -0.41316)  0.533
H (-0.91444, 2.85736, -0.54873)  -0.284
H (-1.43113, 3.41524, 1.02626)  -0.059
H (0.72789, 4.59516, 1.38004)  -0.039
H (1.26179, 5.74200, 0.15853)  0.384
H (1.27526, 4.00267, -0.23034)  0.105
C (0.99521, -0.52465, -11.15803)  -0.823
O (0.67393, -0.56816, -9.78943)  -0.209
C (0.59654, -1.82801, -9.15456)  -0.942
C (0.15930, -1.73236, -7.64630)  -0.330
N (1.18008, -1.07741, -6.86328)  -0.489
C (0.71285, -0.71774, -5.51659)  -0.306
C (0.43143, -1.96240, -4.61523)  -0.030
O (-0.75416, -2.67327, -5.00286)  -0.312
C (-1.03769, -3.85540, -4.27087)  -0.748
H (1.76589, -1.21920, -11.49235)  0.338
H (1.35524, 0.48301, -11.36566)  0.236
H (0.12566, -0.56434, -11.81410)  0.317
H (1.59847, -2.25205, -9.22099)  0.402
H (-0.09886, -2.45527, -9.71228)  0.412
H (-0.05318, -2.71118, -7.21635)  0.375
H (-0.78808, -1.19763, -7.57838)  0.251
H (1.51226, -0.30998, -7.42967)  0.377
H (-0.18541, -0.10257, -5.56937)  0.185
H (1.44595, -0.10555, -4.99135)  0.221
H (0.35177, -1.66211, -3.57043)  -0.198
H (1.28556, -2.63932, -4.63320)  0.537
H (-1.23190, -3.63132, -3.22199)  0.190
H (-0.27349, -4.62830, -4.35288)  0.340
H (-1.98781, -4.28464, -4.58886)  0.269